(1)
Below is 10 unconnected molecules or ions with the total composition C54H112F2N12O6S2 at a distorted geometry, with properties calculated with ωB97M-V with the def2-TZVPD basis set.

Structure (ORCA input):
```
! RIJCOSX wB97M-V def2-TZVPD def2/J DEFGRID3
* xyz 3 2
C 2.68118 -0.07581 9.10422
H -1.17435 -6.88127 2.79368
H 1.51898 -0.48613 6.43878
H 3.36309 -1.43854 -2.70757
C -5.77020 -2.54887 0.62750
C -5.42420 1.61925 -0.52449
C 4.21069 1.37920 -0.26248
C -0.73966 1.46087 -0.81992
N -1.40708 -5.74268 1.06837
H 2.00164 -0.92001 9.22111
N -4.06316 -1.36917 1.56274
O 1.25335 2.44138 6.78625
H 0.05772 -3.79600 -0.36457
N 1.46908 -4.11048 -4.77858
H -0.66617 -7.62750 0.13278
N 0.01218 -2.45381 -4.27951
H 6.99303 -2.48700 -1.16384
H 2.54054 -3.74416 -0.63724
H 3.55218 0.48306 -3.33431
C -0.88153 -1.33121 -4.49182
H -0.05279 6.69948 2.18213
C -1.81734 2.25762 -7.12139
H 2.05015 0.78750 9.31541
C -3.12702 -7.39111 1.85981
H -5.57786 0.55409 -0.35156
H -2.41918 -5.65040 3.08156
C 2.37532 -5.08161 -5.43305
H -6.44226 2.00807 -0.54644
H 0.24189 2.61228 -3.84514
N -0.40496 3.34155 5.13921
O -5.15130 1.57358 -3.01109
H -1.89721 -1.71013 -4.37809
H -0.04624 -2.63910 -2.15954
H 3.44100 -0.19477 9.87663
H 2.37074 -6.91222 -6.52605
C -2.34613 -4.64998 0.56614
H 3.78114 -2.54613 3.88926
H -0.04332 4.84215 -2.33570
H -4.73631 1.58396 -5.49590
H -2.51577 8.61116 1.57620
H 3.50051 0.55417 3.75222
H -0.77097 -0.88504 -5.48015
C -0.23166 5.64361 2.38523
H 2.08460 3.92936 2.01890
S 0.93673 3.48838 5.88713
H 8.88780 -1.17319 -1.93907
O 1.23560 1.91759 3.57218
H -5.96704 -2.71923 -1.95740
H -3.29200 -5.17206 0.42163
C -3.17189 -0.70079 2.50056
H -3.53986 -1.01873 -2.56973
H -3.28355 -2.74690 -2.26352
H -6.72083 -3.04394 0.49484
O -0.24510 0.69754 5.11411
C -2.76674 -7.72910 0.34641
H -1.84432 1.93217 -8.15083
H -3.59533 -7.40398 -0.28274
H -5.79566 -1.01203 -1.92493
H -0.71327 -0.63704 -3.66848
F -1.03056 1.97508 3.19382
C -5.23837 -1.93367 -1.75730
H -3.96845 3.84459 -2.78851
C 3.85942 1.82604 -1.67319
H 9.28448 -1.69671 -0.24096
H -2.73849 2.48082 -4.05026
H 0.77784 4.05070 -4.72155
S 0.03705 1.91070 4.39773
H -4.05562 3.91651 -1.01063
H -4.09375 -6.88759 1.85656
H 5.12278 0.71037 8.31148
H 0.89753 0.27281 -1.35817
C -3.42821 7.51441 3.17004
C -2.22784 6.72865 3.70617
H 0.20187 5.49805 3.37465
C -4.00434 -2.00416 -2.60543
H 2.79848 -4.50275 0.93577
F 0.52304 4.62345 6.98549
N -1.77943 5.81030 2.47408
C -4.63788 1.99589 -1.79017
C 6.48629 -0.33182 -1.68696
C 2.10092 -3.90728 0.34674
H 6.69834 0.67122 -1.31676
H 0.23325 3.11296 -7.07895
H 0.82265 -6.10536 -6.74415
H 1.28630 -6.84847 -5.12366
H 1.89203 -2.96866 0.86003
H 2.78207 1.91291 -1.81407
H -0.11604 -4.69301 2.23370
H -2.24027 3.80570 1.92095
H 3.68741 1.74847 0.61951
C 0.87998 0.41377 0.84493
N -2.81413 2.07329 -6.23689
H 4.34322 -2.50443 -1.63092
H -4.14533 -2.26243 -3.65496
C -0.07682 3.57792 -4.23767
H 0.77938 -2.77421 -6.33208
H 4.26897 2.78142 -2.00126
H 2.89292 -4.52437 -6.21389
C 0.72995 -4.53925 0.06412
H 6.94637 -0.38129 -2.67385
H 6.79080 -1.39243 0.25805
H 1.64234 -0.31797 1.11225
H 4.71569 -0.67705 0.30117
H 0.55689 -6.17733 1.61485
H -2.52686 -1.49998 2.86574
C -4.53533 3.53308 -1.91118
C 1.23925 -4.05887 -3.39835
C 7.12515 -1.47695 -0.77596
N -1.00753 3.07875 -5.23122
O 2.02655 4.15759 5.21437
C -3.99405 -1.23280 0.23070
H -4.65615 1.85314 -7.28748
N 3.17996 -0.02686 7.79738
H 2.27582 -0.60995 3.98228
N 4.91973 -0.39534 -1.82482
H -1.97018 -4.44440 -0.43611
C 4.36668 -1.73396 -2.40159
H -1.38945 7.38415 3.94180
C 4.20330 -0.11914 -0.48259
H 4.96630 -2.04677 -3.25639
H -0.00484 3.64351 1.42234
C -2.03533 -6.37215 2.36055
C -0.67467 2.85901 -6.55207
H 2.14623 4.06360 0.31233
C 4.79916 0.09098 6.18522
H -2.48964 6.14350 4.58774
H -4.12791 7.84926 1.22354
H 0.15912 0.49587 1.65838
H -3.53975 8.44736 3.72255
C 0.13570 0.23761 -0.57940
H -3.71025 -0.31245 3.36512
N -4.96452 -2.02323 -0.37496
C 0.80305 -2.98089 -5.27230
H 5.17990 -1.67588 3.89147
O -0.56128 -0.92656 -0.58261
H 8.85376 -0.11653 -0.58097
H 0.80264 -5.21087 -0.79131
C 0.30918 4.67288 1.24948
C 3.33239 -0.43279 4.18321
C -0.68574 4.40361 -3.09930
H -0.17507 2.39218 -0.86453
H -1.37355 5.20119 -3.38017
H 5.23294 1.71567 -0.08956
H -1.26189 1.30824 -1.76444
H -2.20488 -3.85212 1.29522
C -1.52346 -6.95732 0.06948
H 5.61103 0.29821 5.50381
H 2.20008 5.57917 1.27263
H -1.62605 6.82089 0.39672
C 1.60895 -6.31906 -6.02016
C 4.16004 -1.59494 3.51540
C -2.56211 4.50774 2.69014
C -4.13906 1.48320 -6.40212
H -2.34590 4.08343 3.67061
C 0.02888 -5.27031 1.32055
C -2.23099 2.43192 -5.00233
H 5.07674 1.26317 -3.33785
H -2.63522 -8.79180 0.14282
C 8.60951 -1.13409 -0.88592
H 4.26797 -1.54668 2.43183
H -3.23516 -0.68173 -0.30486
H 1.73674 -4.77967 -2.76640
H -4.96393 1.88552 0.42701
H 3.19891 -0.53226 -0.57562
H -1.35255 3.84552 -2.44204
C -5.20546 -2.08623 1.83045
H -1.48137 1.67932 -0.05163
H -3.63926 4.62582 2.57221
C 4.50972 0.32312 7.51111
C 0.37044 -3.04330 -3.07025
H -5.51577 4.00794 -1.94770
C 2.56338 -0.25294 6.58456
H -2.96645 5.81372 0.67604
H -4.02112 0.41378 -6.57691
H 1.41799 1.35978 0.78408
N 3.56313 -0.28836 5.60979
H -4.30832 6.90145 3.36440
C 4.35762 0.79179 -2.66794
C 1.77570 4.57788 1.19907
C -2.34547 6.55929 1.17267
C -3.15941 7.74203 1.71202
H 3.09533 -5.52113 -4.74276
H -3.61898 1.65335 -1.60956
H -3.20079 -8.27109 2.49879
H -2.62110 0.03197 1.91082
H -1.39694 -6.60712 -0.95495
H -0.12962 5.03351 0.31916
H -5.45520 -2.23188 2.87104
*
```

Its energy is -115053.2417 eV. Its expectation value of S² is 0.76. The HOMO energy (alpha / beta) comes out at -8.88 / -10.85 eV. The value obtained for the frontier orbital gap (alpha / beta) is 0.1356 / 0.2079 Eh.

These are the Mulliken partial charges, in e, on atoms 1 to 8:
1. C -0.8506
2. H 0.5071
3. H 0.5282
4. H 0.3950
5. C -0.6356
6. C -1.4684
7. C -0.7601
8. C -0.4540

(2)
Below is a molecular structure, C54H120F10N11NaO20S10 at a distorted geometry, with properties calculated with ωB97M-V with the def2-TZVPD basis set.

Structure (ORCA input):
```
! RIJCOSX wB97M-V def2-TZVPD def2/J DEFGRID3
* xyz 2 1
C -7.46741 12.28205 14.04159
H -11.32209 3.08902 9.59444
H -15.24062 6.84725 1.05520
H -7.22312 14.61008 12.53393
O -9.64041 8.96345 6.60003
H -21.14900 5.76360 9.36498
C -9.69247 -0.78844 8.60827
C -8.15398 18.05247 0.89761
N -13.02985 7.07800 15.75928
H -11.91727 9.28029 -0.08356
H -21.80963 8.21458 13.34010
O -12.24097 10.43228 9.00463
H -11.97906 15.33409 13.68167
H -15.15929 9.32568 -0.30171
H -9.27242 3.27085 8.60483
C -20.94767 8.06037 15.32896
O -13.46453 19.09735 3.92282
O -11.23631 18.38424 5.88985
H -5.38282 5.48424 6.54053
C -8.39108 18.39141 -1.57417
H -1.31131 4.42135 5.54753
C -4.86242 6.44277 3.62044
H -8.50467 17.43724 1.72623
S -2.67332 14.60963 4.50817
H -15.12161 7.76292 -1.18283
C -13.48031 6.35287 2.22451
H -19.25128 8.29372 13.11703
H -7.92330 14.92865 14.99204
O -11.29552 8.37641 14.26645
H -10.19064 16.45397 12.89554
O -3.62827 15.19874 3.57081
H -8.65126 17.24451 -3.40170
N -11.81256 10.63097 6.48015
C -3.99744 5.96737 8.17693
H -13.43903 8.65003 -2.63223
O -5.03491 15.73705 6.33267
C -3.03853 6.55727 5.33168
N -8.70321 17.42186 -0.42399
O -9.73126 11.00929 8.05179
C -5.04704 4.90708 3.78200
S -12.20900 17.36732 6.33074
F -17.92701 10.61231 3.99181
H -11.57396 13.89339 14.58212
H -8.34689 15.00828 1.35618
H -2.35458 6.41385 4.49517
F -13.81860 8.07558 17.64120
H -21.62701 7.94345 11.06340
H -10.38899 12.89420 12.54438
C -18.27580 6.21192 9.82783
H -20.24354 7.91267 9.82502
H -4.01799 8.26090 4.47146
C -11.75820 14.27187 13.57668
C -12.48018 8.95068 0.78970
H -8.37932 12.78898 16.08122
Na -14.24941 13.18651 4.64004
H -20.32117 9.05388 11.14218
H -20.11991 7.51615 15.78364
H -13.50729 4.69681 1.01492
C -4.98577 5.98072 9.34333
H -21.76162 7.71592 15.96689
C -4.43298 5.12002 6.93201
N -9.15953 14.60745 13.14468
S -18.55110 11.23995 2.61557
H -10.71004 18.23259 -0.05908
H -14.54478 10.39706 -3.61494
H -9.61518 14.85639 15.34498
O -13.25396 7.37887 13.14227
H -9.93420 -0.16767 7.74554
O -18.61708 12.73547 0.14605
H -17.22613 6.01712 9.60793
C -9.05004 1.38361 9.69844
H -5.06932 4.97912 9.76514
H -11.00167 17.52820 -3.72212
H -12.68180 6.81547 2.80459
C -10.26034 17.26388 -0.27695
C -9.11010 18.10717 -2.91859
H -14.03584 14.00564 13.55198
H -8.97915 16.18323 11.71873
O -14.58259 19.09541 6.14261
H -19.15727 4.72405 8.47933
C -4.30156 7.26169 4.80201
H -14.76501 11.21309 -2.12153
C -9.31283 -2.96460 12.61743
H -13.14525 9.96659 -1.55064
H -6.97797 12.11314 11.92653
H -8.25878 -3.05540 12.35509
H -21.61460 6.60452 13.79190
N -19.88940 6.93187 11.68464
H -9.25755 0.02089 12.01157
S -10.19787 10.31107 6.88274
N -13.30027 16.81860 5.52011
F -1.30460 15.46648 4.17436
F -9.66824 11.21079 5.69208
H -7.98324 1.16543 9.64910
H -12.06840 16.91652 -1.36513
C -20.55911 8.02774 10.86197
H -8.49390 16.69271 13.45905
C -13.93517 9.31636 -1.92658
C -11.14837 2.48302 8.70523
H -19.10143 6.58940 13.67896
S -18.16788 13.26642 1.43936
H -4.91907 7.51244 5.66451
H -11.22635 1.11349 11.10900
H -10.20268 -2.60802 10.69100
H -20.82341 9.13778 15.43778
N -3.41692 5.08241 5.78501
H -3.78192 6.97872 7.83224
N -2.65477 15.15490 6.18075
C -11.90180 5.86015 0.38984
H -12.13955 7.26836 -1.26712
O -14.55696 9.08293 15.58975
F -11.25388 16.04691 6.16054
H -14.10349 5.96209 3.02890
O -19.79211 11.73849 3.16271
H -8.65024 -1.08577 8.49228
C -9.15324 16.13537 12.79367
H -1.84894 4.73288 7.24016
S -4.05519 14.68866 6.39678
O -12.30682 8.43109 7.47332
O -12.25813 9.46999 16.50497
H -11.53556 5.08842 -0.28721
C -14.87916 10.23560 -2.59014
H -21.06736 4.15861 10.03868
S -12.35559 7.37913 14.27135
C -2.12931 4.33909 6.26322
O -18.58818 10.02359 1.78887
C -21.13443 7.57595 13.90963
H -11.00924 18.92345 -2.70711
H -5.72726 6.93944 3.18059
H -17.91392 7.75585 11.39323
H -10.61835 16.72441 0.59993
C -7.78620 12.48442 12.55663
S -12.26299 9.85034 7.64251
H -5.18088 4.37278 2.84140
H -9.52779 12.36649 14.89353
H -13.04769 12.54758 13.09669
C -11.00120 16.95348 -1.58380
H -5.99870 6.32589 9.13611
H -11.09641 6.51198 0.72833
C -19.17125 4.94544 9.54652
H -8.70578 18.97642 1.07061
C -8.49925 14.84804 0.28884
H -17.92334 6.10243 11.88555
O -18.91976 14.39717 2.04238
C -9.70895 2.27221 8.62080
H -9.35842 -2.47000 13.58768
H -6.62553 13.75070 -0.22056
H -7.07962 18.21796 0.81729
H -10.74264 15.94728 -1.91367
S -13.98189 18.29185 5.07143
H -8.68781 11.93167 12.29270
H -9.55393 14.60666 0.15661
C -14.52433 8.58387 -0.78611
C -19.74149 7.32279 13.18850
H -2.55758 7.07752 6.16000
C -8.05639 13.95898 12.26961
H -10.46232 -1.55971 8.58439
H -4.14245 6.57438 2.81272
H -10.63949 14.38448 11.66901
H -6.49191 12.69195 14.30324
H -21.73889 5.72170 11.81680
C -14.29265 7.29520 1.35319
H -8.31127 14.12877 11.22352
O -12.56223 17.34504 7.71790
C -7.63855 13.53084 0.11641
H -18.90654 4.00821 10.03603
C -8.13038 15.99186 -0.71529
C -10.49858 13.97162 12.66791
H -4.72325 4.10927 7.21877
H -8.32816 -1.00262 10.86970
H -7.04826 16.10805 -0.65511
H -11.53335 2.99089 7.82095
C -10.08936 -2.01279 11.59707
F -16.91112 14.12205 0.96524
C -11.33249 0.45709 10.24530
H -7.53059 12.96829 1.04376
H -3.12456 4.08343 3.96069
H -7.31629 18.55046 -1.66147
H -12.92853 1.45557 9.25971
H -9.47340 1.94326 7.60867
C -9.32297 -0.69991 11.19655
F -15.29556 17.67331 4.41594
N -17.29448 12.34982 2.34808
H -8.33322 15.70562 -1.74729
H -11.88736 8.56014 1.61683
C -8.56559 12.86519 15.00996
H -11.87141 -0.47726 10.40236
N -13.51499 7.88133 0.17509
F -13.78632 10.17993 7.23173
C -11.91390 1.15477 8.99867
H -8.96196 18.84797 -3.70432
F -11.66864 5.98315 14.10904
C -20.58478 5.13583 10.05467
H -9.84024 -3.86827 12.92292
H -15.93290 9.98339 -2.47131
C -8.84904 14.43721 14.69274
H -3.03490 5.73155 8.63080
C -10.63753 17.90039 -2.76453
H -9.20958 1.81135 10.68823
O -4.44445 13.31422 6.12982
S -13.33466 8.51882 16.13586
F -3.86846 14.64036 8.02683
H -12.08706 0.55693 8.10385
C -20.69089 5.67642 11.52060
H -5.96509 4.78081 4.35588
H -20.25781 4.94857 12.20674
O -2.15808 13.25146 4.21021
H -13.00053 9.86105 1.08730
C -18.41398 6.80453 11.21145
C -13.11544 13.63546 13.10038
C -12.71528 5.29342 1.46756
H -7.99219 12.85081 -0.65858
C -3.97931 4.22586 4.62192
H -12.13136 4.57363 2.04117
H -14.60840 8.18368 1.90001
H -4.60317 6.49976 10.22214
N -9.89250 0.03624 9.89652
H -11.06704 -1.79687 12.02791
C -12.75692 6.77644 -0.51548
H -18.57357 6.94940 9.08247
H -7.42906 11.19740 14.14233
H -2.43963 3.29919 6.36516
H -13.49665 6.18420 -1.05415
H -8.78941 19.31978 -1.16484
H -13.21004 13.87065 12.04027
H -4.25019 3.28999 5.11066
*
```

Its energy is -255196.9837 eV. The value obtained for the energy relative to the best compared isomer or geometry (same formula, charge and spin) is 180.2 kcal per mole. The HOMO energy comes out at -10.36 eV. The value obtained for the frontier orbital gap is 0.2291 Eh.

These are the Mulliken partial charges, in e, on atoms 1 to 8:
1. C -0.6637
2. H 0.2895
3. H 0.4433
4. H 0.4897
5. O -0.5720
6. H 0.3395
7. C -1.0174
8. C -0.9591